[1]
The following is a quantum chemistry calculation of the ion C5H9N4 with charge +1 in a non-equilibrium geometry, from OMol25.

The geometry in ORCA input format:
```
! RIJCOSX wB97M-V def2-TZVPD def2/J DEFGRID3
* xyz 1 1
N 1.118 -0.671 1.584
N 0.516 1.531 -1.260
N -1.983 -0.731 -2.329
N -0.432 1.079 -2.165
C -0.608 -0.137 -0.359
C -0.278 -1.107 1.535
C -1.124 0.069 -1.682
C 0.420 0.778 -0.149
C 1.180 0.774 1.149
H 1.627 -1.385 0.997
H -2.885 -1.071 -1.970
H 1.655 -0.632 2.541
H -0.500 -2.087 1.604
H -1.992 -0.495 -3.326
H 2.157 1.051 1.162
H -0.974 -0.497 2.221
H 1.342 2.045 -1.567
H 0.763 1.485 2.014
*
```

The LUMO energy comes out at -3.67 eV. For the energy above the lowest of the compared OMol25 structures with the same formula, charge and spin, the calculation gives 5.114 eV. Its max |F| is 6.75 eV Å⁻¹.

Results of the natural (NBO) charge analysis, in e, for atoms 1 through 5:
1 N -0.546
2 N -0.337
3 N -0.804
4 N -0.273
5 C -0.033

[2]
The following is a quantum chemistry calculation of the ion C5H9N4O with charge +1 in a non-equilibrium geometry, from OMol25.

The geometry in ORCA input format:
```
! RIJCOSX wB97M-V def2-TZVPD def2/J DEFGRID3
* xyz 1 1
O 1.360 1.899 -0.182
N -0.943 0.697 -0.019
N -0.484 -1.596 -0.146
N 1.578 -0.444 0.042
N -2.656 -0.923 0.317
C -1.348 -0.521 0.072
C -1.474 2.019 -0.331
C 3.058 -0.669 -0.077
C 1.093 0.774 -0.033
C 0.794 -1.555 -0.258
H -2.258 2.414 0.295
H 1.405 -2.512 -0.450
H 3.332 -1.564 0.315
H -0.596 2.734 -0.084
H -1.586 2.032 -1.363
H -2.760 -1.918 0.404
H -3.257 -0.256 0.847
H 3.466 -0.556 -1.036
H 3.529 0.222 0.507
*
```

The LUMO energy comes out at -4.27 eV. For the energy above the lowest of the compared OMol25 structures with the same formula, charge and spin, the calculation gives 2.179 eV. Its max |F| is 5.55 eV Å⁻¹. Its SMILES is C/N=C(N)/N=C\[N+](C)=C=O.

Results of the natural (NBO) charge analysis, in e, for atoms 1 through 5:
1 O -0.423
2 N -0.453
3 N -0.467
4 N -0.484
5 N -0.768

[3]
The following is a quantum chemistry calculation of the ion C5H9N4O2Si with charge -1 in a non-equilibrium geometry, from OMol25.

The geometry in ORCA input format:
```
! RIJCOSX wB97M-V def2-TZVPD def2/J DEFGRID3
* xyz -1 1
Si 1.044 -0.458 0.078
O -3.925 1.896 -1.137
O -4.382 1.017 0.890
N 0.564 -2.039 -0.214
N -1.960 -0.842 -0.062
N -0.532 -2.616 -0.385
N -1.670 -2.093 -0.211
C 2.966 -0.705 0.356
C 0.562 0.623 -1.542
C -2.567 0.130 -0.228
C -3.776 1.187 -0.154
C 0.675 0.760 1.424
H 1.481 1.330 1.676
H 0.160 -0.124 -2.271
H 3.544 0.141 -0.104
H -0.145 1.328 -1.355
H 0.265 0.296 2.419
H 3.188 -1.655 -0.136
H 3.152 -0.696 1.520
H 1.548 1.116 -1.873
H -0.192 1.401 1.309
*
```

The LUMO energy comes out at 3.47 eV. Its max |F| is 5.37 eV Å⁻¹.

Results of the natural (NBO) charge analysis, in e, for atoms 1 through 5:
1 Si 1.677
2 O -0.671
3 O -0.659
4 N -0.797
5 N -0.169

[4]
The following is a quantum chemistry calculation of a cluster of 2 separate species, C5H9N4S2 in total in a non-equilibrium geometry, from OMol25.

The geometry in ORCA input format:
```
! RIJCOSX wB97M-V def2-TZVPD def2/J DEFGRID3
* xyz 1 3
S -3.119 2.974 -0.841
S -0.434 2.865 0.557
N -0.438 -0.383 0.111
N 2.756 -1.202 0.733
N 0.133 -3.172 2.321
N -0.191 -1.167 1.069
C -1.619 3.662 -0.197
C 2.425 -0.858 -0.307
C 0.179 -0.706 -1.181
C 1.744 -0.195 -1.387
C -0.453 -2.247 1.582
H -0.541 0.543 0.379
H 0.238 -1.797 -1.274
H -3.876 3.960 -0.563
H -0.152 -4.044 2.586
H 1.777 0.861 -1.368
H -1.413 4.732 -0.344
H 1.144 -3.142 2.508
H 2.063 -0.498 -2.337
H -0.220 -0.185 -2.047
*
```

The LUMO energy (spin up / spin down) comes out at -4.94 / -6.06 eV. Its expectation value of S² is 2.006. Its max |F| is 4.05 eV Å⁻¹.

Results of the natural (NBO) charge analysis, in e, for atoms 1 through 5:
1 S 0.090
2 S 0.306
3 N -0.279
4 N -0.326
5 N -0.757

[5]
The following is a quantum chemistry calculation of the ion C5H9N6O with charge +1 in a non-equilibrium geometry, from OMol25.

The geometry in ORCA input format:
```
! RIJCOSX wB97M-V def2-TZVPD def2/J DEFGRID3
* xyz 1 1
O -0.724 -1.915 -2.548
N 0.678 2.772 1.672
N -0.291 2.046 1.070
N 0.269 3.666 2.422
N 1.521 0.680 0.278
N -0.486 -0.031 -0.186
N 0.396 -3.211 -1.157
C 0.197 0.951 0.424
C 0.001 -2.028 -1.624
C 1.675 -0.423 -0.541
C 0.463 -0.912 -0.775
C -1.979 -0.194 -0.255
H -1.229 2.296 1.147
H 0.655 -3.186 -0.186
H -2.079 -0.548 -1.279
H 2.276 1.056 0.675
H -2.451 -0.809 0.585
H 2.495 -0.927 -0.833
H -2.536 0.762 -0.325
H 0.034 -4.131 -1.600
H 1.113 4.088 3.036
*
```

The LUMO energy comes out at -3.46 eV. For the energy above the lowest of the compared OMol25 structures with the same formula, charge and spin, the calculation gives 1.248 eV. Its max |F| is 4.54 eV Å⁻¹. Its SMILES is [H]/N=N/[NH+]=c1\[nH]cc(C(N)=O)n1C.

Results of the natural (NBO) charge analysis, in e, for atoms 1 through 5:
1 O -0.549
2 N -0.008
3 N -0.423
4 N -0.326
5 N -0.476

[6]
The following is a quantum chemistry calculation of the molecule C5H9NO in a non-equilibrium geometry, from OMol25.

The geometry in ORCA input format:
```
! RIJCOSX wB97M-V def2-TZVPD def2/J DEFGRID3
* xyz 0 1
O -0.124 -1.055 -1.929
N -1.551 0.564 -0.978
C 0.286 -1.229 0.979
C 1.856 0.421 -0.161
C 0.432 -0.053 0.040
C -0.444 -0.194 -1.133
C -1.553 1.200 0.296
H 0.435 -0.844 1.988
H -2.296 0.587 -1.659
H -2.180 2.122 0.273
H 2.550 -0.407 -0.408
H 2.204 0.839 0.783
H 1.017 -2.039 0.819
H -0.712 -1.670 0.902
H 1.955 1.166 -0.954
H -1.873 0.592 1.142
*
```

The LUMO energy (spin up / spin down) comes out at -0.04 / 0.30 eV. For the energy above the lowest of the compared OMol25 structures with the same formula, charge and spin, the calculation gives 3.810 eV. Its max |F| is 1.23 eV Å⁻¹.

Results of the natural (NBO) charge analysis, in e, for atoms 1 through 5:
1 O -0.593
2 N -0.633
3 C -0.676
4 C -0.670
5 C 0.108